# C8H13NOPS

The ion C8H13NOPS with charge +1 at a distorted geometry (ωB97M-V with the def2-TZVPD basis set, the OMol25 dataset).

Properties
calculated total energy = -1181.58523 hartree
relative energy (zero: lowest compared OMol25 entry of this formula, charge and spin) = 185.86 kcal per mole
E_HOMO = -12.9 eV
net charge = +1
maximum force = 6.3 eV Å⁻¹

```
25
Properties=species:S:1:pos:R:3:forces:R:3
C -2.523 -1.666 -0.665 0.8 0.4 -1.1
C -1.574 -2.564 -1.702 -1.5 -0.2 0.5
O -0.249 -2.796 -1.104 -0.1 2.3 -0.7
C 0.519 -1.542 -1.162 -0.4 -0.7 -1.7
P 1.144 -1.107 0.607 1.2 2.2 -0.8
S 3.302 -1.448 0.555 -0.7 0.4 -0.5
C 0.930 0.791 1.010 -1.4 2.4 -0.2
C -0.294 1.500 0.212 2.2 3.0 2.5
C -0.476 3.140 0.494 4.5 -3.6 2.6
C 0.677 3.688 1.560 -0.6 -1.8 -0.9
C 1.814 2.781 2.291 -2.9 -1.7 -3.0
N 1.915 1.321 1.992 -3.7 3.5 -2.3
H -2.611 -0.600 -1.180 0.0 -2.1 1.5
H -3.598 -2.120 -0.548 2.3 0.9 -0.1
H -1.939 -1.595 0.368 -1.5 -0.1 -2.1
H -1.431 -2.023 -2.741 -0.5 -1.3 2.0
H -2.095 -3.610 -1.807 1.4 2.0 0.0
H 1.443 -1.738 -1.878 -1.6 0.5 1.8
H -0.094 -0.664 -1.675 1.3 -1.7 1.5
H 0.491 -1.915 1.641 0.8 0.5 -1.0
H 3.699 -0.685 -0.586 -1.1 -0.7 1.3
H -1.031 0.940 -0.533 1.9 1.2 1.9
H -1.293 3.806 -0.013 1.8 -1.4 1.2
H 0.671 4.849 1.810 0.0 -2.8 -0.6
H 2.602 3.256 3.052 -2.0 -1.3 -1.9
```
Positions in Å, forces in eV/Å.

# C8H13NOS2

An isolated molecule of C8H13NOS2 at a distorted geometry (ωB97M-V with the def2-TZVPD basis set, the OMol25 dataset).

Properties
structure (SMILES) = CCC1(CC)COC(=S)NC1=S
calculated total energy = -1238.94488 hartree
relative energy (zero: lowest compared OMol25 entry of this formula, charge and spin) = 31.33 kcal per mole
E_HOMO = -8.8 eV
maximum force = 5.4 eV Å⁻¹

```
25
Properties=species:S:1:pos:R:3:forces:R:3
C 1.613 -1.855 -1.090 -0.4 -0.2 -0.4
C 0.540 -0.811 -1.294 -0.9 -1.3 -2.0
C 0.080 0.091 -0.163 -0.3 0.0 1.8
C 1.205 0.899 0.490 1.3 0.6 1.4
C 0.908 1.836 1.792 -2.1 -1.3 -4.9
C -0.533 -0.679 1.020 0.3 0.2 -0.7
O -1.663 -1.396 0.596 -2.1 1.7 -1.4
C -2.599 -0.557 0.044 -3.9 -2.3 -0.8
S -4.211 -1.088 -0.026 1.9 0.5 0.4
N -2.337 0.629 -0.631 3.2 0.0 0.4
C -0.981 0.983 -0.791 -0.4 3.0 -1.5
S -0.502 2.375 -1.701 -1.3 -2.4 1.5
H 2.386 -1.238 -0.797 2.7 0.4 0.5
H 1.401 -2.530 -0.281 -0.2 -0.4 0.3
H 1.855 -2.455 -2.006 -0.3 0.8 0.8
H 0.820 -0.169 -2.148 -0.1 -0.2 0.4
H -0.271 -1.460 -1.655 -0.7 0.9 0.0
H 2.019 0.242 0.820 -0.3 -0.4 -0.2
H 1.692 1.489 -0.260 0.0 0.6 -0.5
H -0.167 2.065 1.634 0.8 1.0 0.5
H 0.994 1.307 2.653 0.3 -1.7 2.6
H 1.623 2.604 1.746 0.3 1.4 0.1
H -0.914 -0.008 1.782 0.6 0.2 0.4
H 0.135 -1.438 1.407 0.3 0.2 0.2
H -3.093 1.165 -1.142 1.2 -1.1 1.1
```
Positions in Å, forces in eV/Å.